{
  "formula": "C4H4N4OS",
  "method": "wB97M-V/def2-TZVPD",
  "species": ["C", "C", "C", "C", "N", "N", "N", "N", "O", "S", "H", "H", "H", "H"],
  "xyz": [[0.0174, -2.4796, -1.0421], [0.7142, 1.7778, -0.4875], [0.4670, 0.3684, -0.4244], [-0.2854, 0.1886, 0.7015], [-0.5702, -3.4293, -0.8355], [0.0761, 2.3569, 0.4579], [-0.5369, 1.4484, 1.2220], [-0.6996, -0.9404, 1.3276], [1.5357, -0.2742, -2.7653], [1.4481, -0.8526, -1.4095], [1.1740, 2.3728, -1.1476], [-0.9405, 1.7618, 2.0702], [-0.7221, -1.7136, 0.6770], [-1.6779, -0.5849, 1.6557]],
  "e_lumo_ev": -1.143,
  "e_above_lowest_kcal_mol": 39.9,
  "orbital_gap_ha": 0.302,
  "total_energy_ev": -23052.1431,
  "charge": 0,
  "fmax_ha_per_bohr": 0.083
}

=====

{
  "formula": "H18O9Sr",
  "method": "wB97M-V/def2-TZVPD",
  "species": ["Sr", "O", "H", "H", "O", "H", "H", "O", "H", "H", "O", "H", "H", "O", "H", "H", "O", "H", "H", "O", "H", "H", "O", "H", "H", "O", "H", "H"],
  "xyz": [[-0.0646, 0.0951, -0.0548], [-1.6257, 1.7467, 1.3003], [-1.8677, 2.6790, 1.3889], [-2.3377, 1.2677, 1.7470], [0.9820, -2.1852, 0.8108], [0.7170, -2.6019, 1.6403], [1.6378, -2.7897, 0.4343], [2.0575, -0.2873, -1.4465], [2.8252, -0.7538, -1.0854], [2.4287, 0.2927, -2.1281], [0.9172, 2.5899, -0.9937], [1.1234, 3.3367, -0.4148], [0.8699, 2.9753, -1.8795], [1.9103, 1.0054, 1.4150], [2.7405, 1.4809, 1.2730], [1.7711, 1.0293, 2.3727], [-0.3279, -1.4600, -2.4275], [-0.6676, -2.3067, -2.7480], [0.4421, -1.2870, -2.9842], [-1.7782, 1.0446, -1.6678], [-2.6769, 0.7035, -1.5494], [-1.7970, 1.4905, -2.5251], [-0.4179, -0.5049, 2.6812], [0.2996, -0.9360, 3.1662], [-1.0984, -0.3466, 3.3516], [-1.8969, -1.7239, 0.1514], [-1.8871, -2.4282, 0.8134], [-2.2788, -2.1262, -0.6412]],
  "e_lumo_ev": -6.001,
  "e_above_lowest_kcal_mol": 2.1,
  "orbital_gap_ha": 0.446,
  "total_energy_ev": -19546.4463,
  "charge": 2,
  "fmax_ha_per_bohr": 0.012
}

=====

{
  "formula": "C35H35IrN8O9S3",
  "method": "wB97M-V/def2-TZVPD",
  "species": ["Ir", "O", "C", "C", "C", "C", "C", "C", "C", "C", "N", "H", "H", "H", "H", "H", "H", "H", "H", "H", "H", "H", "O", "N", "O", "C", "C", "C", "C", "C", "C", "N", "C", "C", "N", "C", "C", "C", "C", "H", "H", "H", "H", "H", "H", "H", "O", "S", "O", "N", "C", "S", "C", "C", "C", "C", "C", "C", "H", "H", "H", "H", "C", "C", "S", "O", "O", "C", "C", "N", "C", "N", "C", "C", "N", "O", "O", "C", "H", "H", "H", "H", "H", "H", "H", "H", "H", "H", "H", "H", "H"],
  "xyz": [[1.0544, 0.6399, 0.0226], [2.8454, 1.5755, 0.8010], [3.1413, 2.5787, 1.8162], [2.8005, 2.1702, 3.2297], [1.4039, 1.5526, 3.2672], [0.3685, 2.4303, 2.6127], [-0.1391, 3.5043, 3.3375], [-1.0614, 4.3634, 2.7732], [-1.4767, 4.1176, 1.4731], [-0.9276, 3.0479, 0.8028], [-0.0115, 2.2170, 1.3326], [3.4960, 0.8554, 0.8228], [2.5404, 3.4382, 1.5183], [4.1891, 2.8482, 1.6936], [2.8700, 3.0739, 3.8402], [3.5204, 1.4557, 3.6325], [1.1046, 1.3135, 4.2878], [1.4656, 0.6208, 2.7275], [0.1999, 3.6462, 4.3555], [-1.4561, 5.1990, 3.3357], [-2.2104, 4.7398, 0.9810], [-1.2469, 2.8290, -0.2064], [-3.1910, 1.2877, -6.1709], [-2.6104, 0.4161, -5.5721], [-2.6406, -0.7674, -5.8352], [-1.7520, 0.8452, -4.4380], [-1.2801, 2.1033, -4.5099], [-0.3884, 2.5961, -3.5108], [0.2444, 3.8485, -3.6001], [1.1421, 4.2185, -2.6316], [1.3762, 3.3495, -1.5642], [0.7685, 2.1826, -1.4510], [-0.0792, 1.7798, -2.4242], [-0.6200, 0.4576, -2.3315], [-0.2314, -0.2911, -1.2581], [-0.5733, -1.5706, -1.2241], [-1.3879, -2.1492, -2.1914], [-1.8392, -1.4024, -3.2487], [-1.4249, -0.0578, -3.3606], [-1.5636, 2.7292, -5.3449], [0.0345, 4.4970, -4.4410], [1.6759, 5.1559, -2.6841], [2.0776, 3.6043, -0.7801], [-0.2109, -2.1582, -0.3949], [-1.6567, -3.1911, -2.0928], [-2.4700, -1.8442, -4.0013], [4.3549, 2.2730, -3.2640], [3.5768, 1.1134, -3.5706], [2.5430, 1.2001, -4.5613], [2.8681, 0.5796, -2.1636], [3.2466, -0.5945, -1.8565], [2.4942, -1.1848, -0.3539], [4.2214, -1.2436, -2.7563], [4.7457, -2.5214, -2.7266], [5.6106, -2.8930, -3.7519], [5.9389, -2.0058, -4.7687], [5.4089, -0.7157, -4.8046], [4.5583, -0.3611, -3.7850], [4.4937, -3.2107, -1.9309], [6.0291, -3.8899, -3.7625], [6.6144, -2.3230, -5.5515], [5.6677, -0.0260, -5.5962], [-5.7877, -3.1047, 4.3630], [-5.8052, -3.7503, 2.9862], [-4.5286, -3.1352, 1.9143], [-4.7330, -1.7130, 1.7319], [-4.4125, -3.9882, 0.7647], [-2.9768, -3.3291, 2.8314], [-2.4358, -2.0360, 3.4477], [-1.1534, -1.6580, 2.8157], [-0.9961, -0.6935, 1.8856], [0.2787, -0.6825, 1.4545], [0.9448, -1.6704, 2.1375], [0.0708, -2.2652, 2.9756], [0.3551, -3.3684, 3.8640], [1.4852, -3.7913, 3.8283], [-0.5520, -3.7757, 4.5618], [-2.1291, 0.1331, 1.3957], [-6.7286, -3.3104, 4.8699], [-5.6852, -2.0218, 4.2894], [-4.9881, -3.5021, 4.9890], [-6.7196, -3.5204, 2.4355], [-5.6828, -4.8331, 3.0122], [-2.3052, -3.7078, 2.0604], [-3.0971, -4.1200, 3.5696], [-2.2717, -2.1424, 4.5135], [-3.1167, -1.2080, 3.2751], [1.9910, -1.8954, 2.0263], [-3.0309, -0.4704, 1.2956], [-1.8864, 0.5572, 0.4270], [-2.3451, 0.9502, 2.0872]],
  "e_lumo_ev": -6.084,
  "e_above_lowest_kcal_mol": 35.5,
  "orbital_gap_ha": 0.294,
  "total_energy_ev": -102538.3030,
  "charge": 2,
  "fmax_ha_per_bohr": 0.050
}

=====

{
  "formula": "C3H7NO",
  "method": "wB97M-V/def2-TZVPD",
  "species": ["C", "C", "C", "N", "O", "H", "H", "H", "H", "H", "H", "H"],
  "xyz": [[1.8673, 0.7743, 0.6017], [0.8497, -0.3495, 0.2050], [-0.5549, -0.3029, -0.2116], [-1.2786, 0.8772, -0.1759], [-1.1528, -1.2991, -0.5958], [1.5604, 1.2689, 1.5154], [1.9699, 1.3558, -0.3217], [2.8388, 0.3091, 0.8244], [1.3984, -0.8503, -0.6589], [0.8787, -1.0842, 1.0280], [-1.0735, 1.4369, 0.6517], [-2.1536, 0.9195, -0.6731]],
  "e_lumo_ev": 0.845,
  "e_above_lowest_kcal_mol": 18.1,
  "orbital_gap_ha": 0.385,
  "total_energy_ev": -6761.9636,
  "charge": 0,
  "fmax_ha_per_bohr": 0.073
}

=====

{
  "formula": "C2H2MnO",
  "method": "wB97M-V/def2-TZVPD",
  "species": ["C", "C", "H", "H", "O", "Mn"],
  "xyz": [[0.4447, 0.3524, -0.8709], [-0.2865, 0.8260, 0.0836], [0.9239, 0.7178, -1.7893], [-0.7181, 1.7902, 0.3852], [-0.5627, -2.4667, 1.6057], [0.1988, -1.2196, 0.5856]],
  "e_lumo_ev": [4.332, 3.381],
  "orbital_gap_ha": [0.218, 0.236],
  "s2": 12.03,
  "total_energy_ev": -35469.5932,
  "charge": -1,
  "fmax_ha_per_bohr": 0.064,
  "spin_multiplicity": 7
}